(1)
Computed, not measured: a molecular structure, C12H24F3KN3O4SV, with wB97M-V/def2-TZVPD.

Values from the calculation:
molar mass = 453.44 g mol⁻¹
LUMO energy (spin up / spin down) = -0.3807 / -0.3800 Ha
highest occupied orbital energy (spin up / spin down) = -16.5065 / -16.5080 eV
relative energy (zero: lowest compared OMol25 entry of this formula, charge and spin) = 1.44 kcal per mole
maximum force = 0.08241 hartree/bohr
calculated total energy = -86477.2930 eV
total charge = +2
gap between HOMO and LUMO (spin up / spin down) = 0.2259 / 0.2266 hartree

Each line ends with the natural charge from an NBO analysis.
Cartesian coordinates (Å):
N  -0.1683  -0.6948  -1.7937  -0.860
C  -0.5879  -0.4581  -2.9133  0.908
O  -0.9636  -0.2781  -4.0205  -0.358
K  2.2067  -1.9493  -1.2613  0.970
V  0.1280  -0.0122  0.0050  1.604
N  1.8717  0.6641  -0.1511  -0.483
N  0.3044  -1.5290  1.1207  -0.431
C  2.1812  1.8959  -0.9763  0.091
C  -0.3852  -2.8577  1.1897  0.086
C  2.9089  1.4560  -2.2484  -0.623
C  2.9969  2.9001  -0.1694  -0.632
C  0.8834  2.5893  -1.3865  -0.673
C  0.5341  -3.8728  1.8794  -0.613
C  -1.6948  -2.7365  1.9824  -0.625
C  -0.7055  -3.3394  -0.2236  -0.618
H  3.8142  0.8761  -2.0195  0.205
H  3.2132  2.3395  -2.8296  0.280
H  2.2539  0.8424  -2.8919  0.212
H  2.4752  3.1537  0.7607  0.234
H  3.1307  3.8286  -0.7401  0.269
H  3.9931  2.5274  0.0801  0.223
H  0.2219  1.9587  -2.0032  0.233
H  1.1329  3.4703  -2.0075  0.286
H  0.3082  2.9653  -0.5244  0.261
H  1.5149  -3.9379  1.3814  0.200
H  0.0765  -4.8704  1.8508  0.270
H  0.7037  -3.6118  2.9319  0.234
H  -1.5135  -2.4198  3.0159  0.222
H  -2.1867  -3.7189  2.0224  0.267
H  -2.3830  -2.0190  1.5135  0.243
H  -1.2817  -2.6106  -0.8085  0.240
H  -1.3039  -4.2575  -0.1503  0.271
H  0.1898  -3.6245  -0.8024  0.177
C  0.6745  -0.9649  2.4250  -0.469
H  0.8081  0.1261  2.3208  0.224
H  -0.0857  -1.1360  3.2037  0.272
H  1.6222  -1.3899  2.7996  0.263
C  3.0412  0.0920  0.5370  -0.486
H  3.3559  0.6939  1.3998  0.280
H  2.8048  -0.8963  0.9638  0.198
H  3.9087  -0.0010  -0.1435  0.245
F  -4.8881  2.7455  -1.0644  -0.281
C  -4.2860  1.7314  -0.3964  0.744
F  -4.6086  1.8141  0.9141  -0.298
F  -4.7383  0.5559  -0.8905  -0.304
S  -2.4347  1.8422  -0.6036  2.280
O  -2.2376  1.7204  -2.0383  -0.914
O  -2.0902  3.0979  0.0234  -0.884
O  -1.9756  0.6184  0.1589  -0.943

(2)
Computed, not measured: a molecular structure, C12H24LaNO4P2, with wB97M-V/def2-TZVPD.

Values from the calculation:
molar mass = 447.18 g mol⁻¹
LUMO energy = -0.3821 Ha
highest occupied orbital energy = -15.7445 eV
relative energy (zero: lowest compared OMol25 entry of this formula, charge and spin) = 43.51 kcal per mole
maximum force = 0.05666 hartree/bohr
calculated total energy = -41932.7390 eV
total charge = +2
gap between HOMO and LUMO = 0.1965 hartree

Each line ends with the natural charge from an NBO analysis.
Cartesian coordinates (Å):
La  0.0996  0.4373  1.8494  2.236
P  -2.5629  0.4028  0.6535  0.680
C  -2.2040  1.0843  -1.0316  -0.729
C  -0.7802  1.2321  -1.5068  0.262
N  0.2749  0.9990  -0.6827  -0.650
C  1.5317  1.1963  -1.1741  0.229
C  1.7568  1.7205  -2.4420  -0.231
C  0.6743  1.9725  -3.2795  -0.085
C  -0.6032  1.7096  -2.7990  -0.235
C  2.7497  0.9190  -0.2952  -0.746
P  2.7064  -0.5746  0.8308  0.695
H  -1.4896  1.8945  -3.4049  0.248
H  2.7858  1.9207  -2.7486  0.250
H  0.8256  2.3707  -4.2804  0.258
H  3.6358  0.7558  -0.9322  0.272
H  2.9608  1.7979  0.3467  0.258
H  -2.6847  0.4455  -1.6655  0.257
H  -2.7056  2.0631  -1.0797  0.274
H  -1.4325  -4.2430  -2.6423  0.460
O  -0.9225  -3.9136  -3.3679  -0.924
H  -1.4717  -3.1685  -3.6927  0.465
H  -0.7996  -4.4802  1.9965  0.597
O  -0.4025  -2.6089  1.9807  -0.658
H  -0.5770  -3.6193  1.9979  0.101
C  2.9147  -1.9171  -0.3990  -0.919
H  3.3029  -1.5400  -1.3555  0.255
H  3.5902  -2.6869  0.0002  0.271
H  1.9244  -2.3678  -0.5573  0.252
C  4.3804  -0.4814  1.5710  -0.913
H  4.4931  -1.3374  2.2502  0.267
H  5.1760  -0.5107  0.8128  0.261
H  4.4687  0.4408  2.1614  0.254
C  -3.7193  1.6872  1.2788  -0.908
H  -4.6951  1.6134  0.7773  0.260
H  -3.8517  1.5323  2.3585  0.258
H  -3.2890  2.6849  1.1212  0.256
C  -3.7336  -0.9503  0.2726  -0.908
H  -3.7537  -1.6234  1.1426  0.260
H  -4.7467  -0.5694  0.0736  0.264
H  -3.3631  -1.5173  -0.5928  0.247
O  0.2629  0.6014  4.2035  -0.770
C  -0.1185  1.8282  4.1518  0.647
O  -0.4157  2.3866  3.0233  -0.801
H  -0.1924  2.4136  5.0755  0.184